This record from OMol25 describes a cluster of 12 separate species, C31H84N16O15 in total at a distorted geometry. The level of theory is ωB97M-V with the def2-TZVPD basis set.

Properties
Molar mass ... 921.1 g/mol
Structure (SMILES) ... CC1(C)CCCC(C)(C)N1O.CC1(C)CCCC(C)(C)N1O.NC(N)=O.NC(N)=O.NC(N)=O.NC(N)=O.NC(N)=O.NC(N)=O.NC(N)=O.OCCO.OCCO.OCCO
Energy above the lowest of the compared OMol25 structures with the same formula, charge and spin ... 270.9 kJ/mol
Multiplicity ... 1
HOMO-LUMO gap ... 8.004 eV
HOMO level ... -8.0 eV
Energy ... -3235.99782 hartree

The geometry in XYZ format:
```
146
C31H84N16O15 (ωB97M-V with the def2-TZVPD basis set)
O -2.1212 -0.5719 7.7412
O -9.5011 2.3230 2.4569
O 6.2154 6.2130 -0.4208
O -0.4604 0.0977 0.0920
O 4.4829 0.5558 4.5549
O -5.6753 6.1566 -5.8313
O -5.6540 -4.3401 4.2739
O 3.8610 -1.1172 -9.1394
O -3.1509 -6.9923 -8.2213
O 4.6601 -7.0863 -6.2685
O 8.5137 1.1091 -5.2736
O 4.2937 -2.5579 4.6794
O -5.3767 -2.2098 2.4359
O 6.5043 -4.5655 -2.0441
O -8.8151 5.2971 1.6850
N -5.5164 7.0963 -3.7474
N 3.5613 -6.2548 -8.0665
N 5.4927 6.2688 -2.5746
N 7.3225 0.3298 -3.5885
N 4.4520 -5.0470 -6.5529
N 2.2445 -0.1919 -10.3827
N -0.0446 0.5985 -1.0839
N -3.7636 7.0139 -4.9996
N 7.3224 5.3463 -2.1729
N -2.0531 0.5800 8.4149
N 7.8474 -1.0002 -5.0621
N 5.9067 -4.8052 -0.0321
N -1.7165 -8.5925 -7.6149
N 3.0861 -2.0480 -10.9521
N -1.9047 -6.9423 -6.4058
N 6.3263 -6.5716 -1.0661
C 0.8815 0.1742 -3.3758
C -2.9707 1.9435 6.6022
C -0.0845 3.0018 -0.2734
C 0.3623 1.5150 -3.8473
C -1.3807 0.4552 9.8032
C 8.0083 0.2189 -4.6925
C -8.9126 2.9248 1.2407
C 3.1430 -1.1281 -10.0951
C 1.1790 -1.4630 -1.5814
C 0.3093 2.5171 -2.7395
C -5.0151 6.6656 -4.9245
C -0.5950 1.8339 6.7783
C -1.0764 3.0622 9.7045
C 4.1410 -6.2041 -6.9164
C -2.0830 -0.5147 10.8077
C 6.2549 -5.2804 -1.1202
C 3.2926 -1.5757 4.3502
C 0.1677 -0.4662 -2.1353
C -1.1465 -1.2353 -2.4928
C -0.5096 1.9803 -1.4215
C 3.8612 -0.3017 3.6614
C -7.9720 4.1770 1.4451
C -2.2516 -7.4974 -7.5107
C 6.3236 6.0210 -1.6342
C -1.4566 1.8548 10.5289
C -1.8615 1.7823 7.6219
C -6.5745 -3.3199 4.0038
C -2.0253 1.9082 -1.6150
C -6.6391 -2.8590 2.5825
C -1.9441 3.0948 8.4680
C 0.1676 0.1179 9.5930
H 4.8982 -2.0679 5.2416
H -9.7405 3.1900 0.5832
H 4.6219 -0.4981 2.9058
H -1.7875 -1.1712 -1.6136
H -0.5156 0.9381 6.1624
H 6.7061 -0.4430 -3.3812
H 7.4576 -1.6969 -4.4434
H -3.0403 2.9211 6.1252
H 7.4166 5.5105 -3.1650
H -6.6739 -3.6512 1.8346
H 4.6648 6.7689 -2.2839
H 3.2221 -5.3434 -8.3396
H -6.4991 7.1627 -3.5240
H -4.8807 7.7330 -3.2885
H -3.0561 -0.6878 7.5566
H -7.3256 4.3342 0.5816
H -8.4887 2.0309 0.7830
H 5.7842 -5.5374 0.6527
H 2.7633 -2.1732 3.6079
H -4.7311 -2.6265 3.0113
H -10.2705 1.8417 2.1441
H -1.4199 -0.5540 11.6719
H 6.1966 -6.9475 -1.9945
H -0.0170 3.1563 9.4661
H -3.0300 1.1573 5.8495
H -7.5338 -2.2580 2.4199
H -1.6964 -0.7652 -3.3082
H -0.5058 2.7064 6.1311
H -2.2292 1.5375 -2.6195
H 1.3283 2.7658 -2.4428
H 2.1319 0.6220 -9.7954
H 4.8853 -4.8993 -5.6526
H 3.0080 0.0348 3.0724
H -1.8230 -1.5254 10.4931
H 7.2387 1.2601 -3.2044
H -3.8625 1.7446 7.1966
H 3.7127 -2.8041 -10.7157
H -3.1299 -0.4696 11.1078
H -2.3466 2.9496 -1.5970
H 2.0446 -0.9410 -1.1735
H 0.9961 2.9594 -0.1367
H -0.5323 1.2050 -4.3874
H -2.6675 1.4283 -0.8765
H 0.2951 -0.9240 9.2992
H -1.4176 0.1142 0.0208
H -1.1745 3.8761 10.4229
H -2.4948 1.9043 10.8574
H -3.5560 7.8427 -4.4609
H 0.3670 1.9543 7.2765
H 2.7101 -1.3638 5.2468
H -2.1971 -9.3818 -8.0227
H 0.7082 0.6151 8.7876
H 2.3612 -2.0686 -11.6551
H -2.9596 3.4402 8.6617
H 1.0278 1.9599 -4.5871
H -0.9657 -8.8982 -7.0125
H -1.2745 -7.3307 -5.7187
H 0.5248 -0.4577 -4.1892
H -9.4471 5.3927 0.9688
H -0.9998 -2.2961 -2.6960
H -0.3653 4.0113 -0.5738
H -1.5373 3.9089 7.8680
H 1.5559 -2.2097 -2.2803
H 8.1382 5.1590 -1.6077
H -0.0424 3.4990 -3.0562
H -7.5707 -3.6946 4.2386
H 8.2920 -1.1216 -5.9608
H 4.1133 -4.2577 -7.0843
H 1.9642 0.0917 -3.4710
H 0.7135 -2.0933 -0.8237
H -7.3868 3.9045 2.3234
H 5.5266 5.9154 -3.5202
H 5.7537 -3.8130 0.0786
H -2.0473 -5.9466 -6.4970
H -6.4097 -2.4277 4.6079
H 3.7058 -7.0423 -8.6821
H -5.3658 -4.2370 5.1838
H -0.6463 2.7962 0.6377
H -3.0943 6.8308 -5.7335
H 6.0428 -7.0611 -0.2294
H 4.6089 1.4354 4.1914
H 1.5610 -0.3848 -11.1008
H 0.7517 0.2849 10.4980
H -0.9748 1.6815 11.4911
```

Löwdin population analysis, charges in e, atoms 1 to 99:
1. O 0.00
2. O -0.10
3. O 0.02
4. O 0.00
5. O -0.05
6. O 0.02
7. O -0.04
8. O 0.05
9. O 0.00
10. O 0.02
11. O 0.08
12. O -0.09
13. O -0.08
14. O 0.04
15. O -0.07
16. N 0.14
17. N 0.18
18. N 0.15
19. N 0.15
20. N 0.17
21. N 0.15
22. N -0.17
23. N 0.15
24. N 0.14
25. N -0.15
26. N 0.16
27. N 0.18
28. N 0.18
29. N 0.17
30. N 0.16
31. N 0.17
32. C -0.14
33. C -0.06
34. C -0.03
35. C -0.22
36. C -0.39
37. C -0.85
38. C -0.20
39. C -0.84
40. C -0.06
41. C -0.12
42. C -0.73
43. C -0.05
44. C -0.19
45. C -0.85
46. C -0.04
47. C -0.89
48. C -0.21
49. C -0.46
50. C -0.02
51. C -0.42
52. C -0.27
53. C -0.21
54. C -0.84
55. C -0.78
56. C -0.16
57. C -0.52
58. C -0.30
59. C -0.03
60. C -0.23
61. C -0.13
62. C -0.02
63. H 0.07
64. H 0.10
65. H 0.12
66. H 0.07
67. H 0.09
68. H 0.11
69. H 0.12
70. H 0.09
71. H 0.10
72. H 0.12
73. H 0.12
74. H 0.11
75. H 0.11
76. H 0.09
77. H 0.11
78. H 0.11
79. H 0.11
80. H 0.12
81. H 0.11
82. H 0.07
83. H 0.07
84. H 0.08
85. H 0.13
86. H 0.11
87. H 0.08
88. H 0.12
89. H 0.07
90. H 0.08
91. H 0.08
92. H 0.11
93. H 0.12
94. H 0.13
95. H 0.11
96. H 0.07
97. H 0.12
98. H 0.09
99. H 0.13